Record 1
Below is a molecular structure, FHO4 at a distorted geometry, with properties calculated with the ωB97M-V functional and the def2-TZVPD basis.

The geometry in XYZ format:
```
6
FHO4 the ωB97M-V functional and the def2-TZVPD basis
F 0.291 -1.254 -1.219
O 0.915 -0.499 0.091
O 1.908 0.084 -0.127
O -0.824 0.568 0.016
O -0.982 1.460 0.917
H -1.309 -0.358 0.322
```

- multiplicity = 1
- HOMO energy (alpha / beta) (eV) = -10.58 / -10.95
- max |F| (eV/Å) = 3.80
- LUMO energy (alpha / beta) (eV) = -1.8 / -1.7
- energy above the lowest of the compared OMol25 structures with the same formula, charge and spin (kcal/mol) = 17.8
- energy (a.u.) = -401.0146

---

Record 2
Below is a molecular structure, C15H26AuBF4NO5PSTe at a distorted geometry, with properties calculated with the ωB97M-V functional and the def2-TZVPD basis.

The geometry in XYZ format:
```
56
C15H26AuBF4NO5PSTe the ωB97M-V functional and the def2-TZVPD basis
Au -0.524 -0.151 0.291
Te -0.897 1.186 -1.864
S 2.538 -1.274 0.909
P -2.766 -0.177 -2.851
F 1.177 2.448 -2.997
F 2.162 4.269 -1.994
F -0.121 4.139 -2.080
F 1.001 2.752 -0.682
O -3.364 -0.772 -1.647
O -2.202 -1.201 -3.937
O 0.032 -1.945 2.170
O -3.711 0.569 -3.885
O 1.550 -0.502 -0.108
N -1.332 -3.498 3.060
C -2.098 -0.051 1.650
C -5.037 0.991 -3.506
C 3.932 2.060 3.670
C 2.868 1.337 1.624
C 4.006 0.695 4.071
C -6.030 -0.013 -4.081
C 4.477 3.183 4.520
C -1.101 -2.283 2.520
C 3.625 -0.292 3.205
C -2.380 -1.451 2.133
C 4.050 -1.159 -0.168
C 3.001 0.016 2.028
C -1.652 -2.494 -3.623
C -0.287 -2.308 -2.988
C 3.468 2.358 2.370
B 1.066 3.479 -1.924
H 4.493 0.471 5.030
H -2.926 -2.142 1.437
H -6.095 -0.887 -3.493
H 5.543 3.311 4.332
H 2.294 1.567 0.723
H -5.901 -0.304 -5.128
H 0.340 -1.633 -3.566
H 4.908 -0.935 0.448
H -3.115 -1.396 2.971
H -0.497 -4.020 3.373
H -5.249 1.130 -2.415
H 3.603 3.329 1.897
H -2.357 -2.951 -2.872
H -2.826 0.334 0.977
H 4.224 -2.163 -0.615
H 3.894 -1.322 3.494
H -1.671 -3.059 -4.564
H -1.812 0.543 2.500
H 3.820 -0.448 -0.988
H -7.035 0.380 -4.071
H -2.171 -3.718 3.577
H 4.415 2.943 5.581
H 3.996 4.194 4.379
H -0.334 -1.818 -1.981
H 0.224 -3.278 -2.899
H -5.215 1.960 -4.013
```

- multiplicity = 3
- HOMO energy (alpha / beta) (eV) = -7.31 / -8.49
- expectation value of S² = 2.012
- max |F| (eV/Å) = 3.43
- LUMO energy (alpha / beta) (eV) = 0.2 / -2.3
- energy (a.u.) = -2585.8648

---

Record 3
Below is a molecular structure, C29H31N5Pt, with properties calculated with the ωB97M-V functional and the def2-TZVPD basis.

The geometry in XYZ format:
```
66
C29H31N5Pt the ωB97M-V functional and the def2-TZVPD basis
Pt 0.258 -0.029 0.054
N -1.566 0.840 0.162
N 0.702 0.140 1.995
N 0.104 0.406 -2.076
N 1.968 -1.094 0.146
N -1.411 -1.786 -0.397
C -0.043 0.344 -3.211
C 4.091 -1.979 4.039
C 1.810 -0.455 2.391
C 0.598 -0.149 -6.823
C -5.564 -0.489 -1.477
C 1.068 -3.694 -1.437
C 2.459 -0.121 3.607
C 3.428 -0.795 4.321
C -0.257 0.221 -4.619
C -3.960 0.707 0.061
C -3.408 -1.745 -1.730
C -4.708 -1.445 -2.034
C 3.300 -2.401 1.686
C -1.774 0.128 -6.467
C -1.300 -3.229 -0.501
C 2.413 -1.346 1.364
C -2.477 -1.165 -0.800
C -2.668 0.215 -0.218
C 0.077 1.154 2.834
C -5.198 0.414 -0.505
C -1.364 1.514 2.478
C 3.991 -2.682 2.847
C -0.697 -0.084 -7.318
C 2.606 -1.629 -1.046
C 0.829 0.002 -5.467
C -1.563 0.281 -5.108
C -0.451 -3.804 -1.639
C -1.580 1.997 1.040
C 1.659 -2.385 -1.975
H -2.390 0.433 -4.427
H 3.449 -3.127 0.899
H -6.004 1.033 -0.120
H -5.147 -2.081 -2.797
H -0.726 -3.339 -2.592
H 3.450 -2.265 -0.781
H -2.022 0.659 2.655
H 1.303 -3.813 -0.374
H 0.690 2.066 2.781
H -0.758 2.652 0.740
H -0.723 -4.859 -1.730
H 2.213 -2.572 -2.901
H -1.664 2.297 3.181
H 4.759 -2.370 4.795
H -2.994 -2.586 -2.275
H 3.027 -0.780 -1.598
H -2.297 -3.687 -0.523
H -2.497 2.579 0.952
H -0.829 -3.557 0.433
H 4.577 -3.595 2.792
H 2.118 0.798 4.060
H 1.547 -4.536 -1.944
H 3.696 -0.322 5.261
H 1.429 -0.320 -7.494
H -2.780 0.170 -6.861
H -0.871 -0.203 -8.380
H 1.831 -0.049 -5.063
H -4.007 1.487 0.807
H 0.093 0.816 3.875
H 0.831 -1.737 -2.246
H -6.593 -0.484 -1.811
```

- multiplicity = 1
- HOMO energy (eV) = -6.27
- max |F| (eV/Å) = 0.84
- LUMO energy (eV) = -0.1
- energy above the lowest of the compared OMol25 structures with the same formula, charge and spin (kcal/mol) = 13.3
- energy (a.u.) = -1516.6728

---

Which value of multiplicity does entry 1 give? 1